--- A ---
ORCA calculation (ωB97M-V/def2-TZVPD) on a structure of composition CHI4N.

Atoms and positions in Å:
C  1.092  0.728  0.780
N  0.469  0.776  1.866
I  -3.408  -0.938  -2.544
I  0.521  -0.428  -0.885
I  2.930  1.937  0.721
I  -2.536  -3.447  -2.592
H  0.932  1.372  2.655

Frontier orbital gap (eV): 7.7
HOMO level (eV): -9.5

Just the Löwdin charges please, in e? Sure, here they are:
1. C -1.364
2. N -0.082
3. I -0.001
4. I 0.743
5. I 0.627
6. I 0.007
7. H 0.072



--- B ---
ORCA calculation (ωB97M-V/def2-TZVPD) on a structure of composition CHI4N.

Atoms and positions in Å:
C  3.743  -0.054  0.044
N  0.232  0.054  -0.737
I  5.375  1.065  -0.795
I  3.510  0.298  2.152
I  3.868  -2.148  -0.407
I  1.897  0.894  -1.058
H  -0.230  0.441  0.084

Frontier orbital gap (alpha / beta) (eV): 7.3 / 7.3
HOMO level (alpha / beta) (eV): -8.9 / -8.9

Just the Löwdin charges please, in e? Sure, here they are:
1. C -2.238
2. N -0.618
3. I 0.613
4. I 0.615
5. I 0.631
6. I 1.109
7. H -0.111



Which structure is most stable, and how do the rest compare? From most to least stable: A, B.



--- A ---
ORCA calculation (ωB97M-V/def2-TZVPD) on an isolated molecule of C25H30N2O3.

Atoms and positions in Å:
C  -6.903  -0.331  -0.656
C  -5.613  0.231  -1.247
N  -4.441  -0.242  -0.530
C  -4.044  0.498  0.641
C  -3.158  1.690  0.348
C  -2.713  2.471  1.408
C  -1.891  3.560  1.184
C  -1.502  3.883  -0.105
C  -1.943  3.112  -1.166
C  -2.766  2.021  -0.941
C  -3.827  -1.370  -0.965
O  -4.220  -1.990  -1.936
C  -2.638  -1.832  -0.177
C  -2.702  -3.064  0.469
C  -1.599  -3.530  1.156
C  -0.424  -2.798  1.203
C  -0.348  -1.574  0.547
O  0.728  -0.743  0.524
C  1.950  -1.128  1.132
C  2.772  0.153  1.305
C  3.172  0.719  -0.061
N  3.902  -0.271  -0.813
C  5.245  -0.298  -1.011
O  5.813  -1.292  -1.424
C  5.981  0.980  -0.727
C  7.479  0.923  -0.706
C  6.731  1.089  0.576
C  3.128  -1.471  -1.056
C  2.722  -2.129  0.263
C  -1.463  -1.102  -0.146
H  -7.018  -0.038  0.386
H  -6.890  -1.416  -0.716
H  -7.758  0.039  -1.216
H  -5.620  1.324  -1.217
H  -5.518  -0.103  -2.283
H  -4.949  0.849  1.151
H  -3.519  -0.172  1.330
H  -3.014  2.219  2.415
H  -1.551  4.157  2.018
H  -0.859  4.733  -0.282
H  -1.645  3.357  -2.175
H  -3.098  1.422  -1.776
H  -3.611  -3.643  0.424
H  -1.645  -4.483  1.663
H  0.417  -3.195  1.749
H  1.752  -1.560  2.125
H  2.180  0.892  1.845
H  3.667  -0.077  1.885
H  3.770  1.617  0.077
H  2.262  0.977  -0.615
H  5.515  1.875  -1.120
H  7.925  -0.038  -0.910
H  8.028  1.764  -1.101
H  6.688  0.246  1.250
H  6.750  2.047  1.074
H  3.743  -2.151  -1.648
H  2.232  -1.199  -1.622
H  2.105  -3.003  0.053
H  3.614  -2.452  0.801
H  -1.380  -0.154  -0.654

Frontier orbital gap (eV): 9.3
HOMO level (eV): -8.7

Löwdin population analysis, charges in e, atoms 1 to 8:
1. C -0.065
2. C -0.205
3. N -0.071
4. C -0.109
5. C -0.207
6. C -0.043
7. C -0.084
8. C -0.094



--- B ---
ORCA calculation (ωB97M-V/def2-TZVPD) on an isolated molecule of C25H30N2O3.

Atoms and positions in Å:
C  -6.690  -2.632  0.945
O  -7.250  -1.837  -0.071
C  -6.576  -0.724  -0.478
C  -7.195  0.026  -1.480
C  -6.598  1.175  -1.957
C  -5.381  1.595  -1.452
C  -4.753  0.852  -0.457
C  -3.474  1.298  0.075
C  -2.562  0.593  0.912
C  -1.536  1.471  1.109
C  -0.264  1.367  1.866
C  0.983  1.593  0.971
O  1.076  2.963  0.640
C  2.265  1.253  1.737
C  2.469  -0.247  1.924
N  2.455  -0.926  0.646
C  2.850  -2.319  0.731
C  3.464  -2.827  -0.575
C  4.823  -2.186  -0.873
C  4.731  -0.699  -1.068
C  4.079  -0.175  -2.177
C  3.984  1.192  -2.362
C  4.552  2.060  -1.444
C  5.220  1.547  -0.346
C  5.309  0.179  -0.162
C  1.180  -0.740  -0.011
C  0.949  0.737  -0.303
O  -1.808  2.611  0.445
N  -2.999  2.492  -0.190
C  -5.353  -0.309  0.030
H  -7.396  -3.445  1.105
H  -6.571  -2.070  1.877
H  -5.723  -3.048  0.644
H  -8.144  -0.315  -1.861
H  -7.087  1.748  -2.729
H  -4.902  2.492  -1.810
H  -2.644  -0.402  1.295
H  -0.242  2.136  2.643
H  -0.223  0.388  2.341
H  0.263  3.233  0.192
H  2.258  1.754  2.706
H  3.094  1.649  1.151
H  3.445  -0.407  2.388
H  1.701  -0.655  2.610
H  3.598  -2.414  1.522
H  1.994  -2.963  1.005
H  2.782  -2.634  -1.403
H  3.593  -3.909  -0.495
H  5.227  -2.644  -1.780
H  5.509  -2.406  -0.052
H  3.641  -0.845  -2.904
H  3.468  1.584  -3.228
H  4.473  3.127  -1.584
H  5.674  2.218  0.370
H  5.833  -0.212  0.699
H  1.189  -1.285  -0.957
H  0.348  -1.144  0.599
H  0.000  0.866  -0.830
H  1.754  1.091  -0.950
H  -4.862  -0.869  0.809

Frontier orbital gap (eV): 8.8
HOMO level (eV): -8.2

Löwdin population analysis, charges in e, atoms 1 to 8:
1. C -0.091
2. O -0.083
3. C -0.267
4. C -0.005
5. C -0.069
6. C -0.034
7. C -0.163
8. C -0.232



Which structure is most stable, and how do the rest compare? From most to least stable: A, B.



--- A ---
ORCA calculation (ωB97M-V/def2-TZVPD) on a cluster of 2 separate species, C4H5NO in total.

Atoms and positions in Å:
C  -0.044  -1.240  1.435
C  -2.700  -0.114  -1.429
C  -0.208  -0.250  0.766
C  0.524  0.136  -1.372
N  -2.603  0.151  -0.310
O  -0.307  0.478  -0.304
H  0.360  -1.825  2.154
H  -2.548  -0.173  -2.497
H  1.319  -0.660  -1.141
H  1.074  1.010  -1.790
H  -0.208  -0.038  -2.148

Frontier orbital gap (alpha / beta) (eV): 5.4 / 7.8
2S+1: 3
HOMO level (alpha / beta) (eV): -4.6 / -9.9

Löwdin population analysis, charges in e, atoms 1 to 8:
1. C 0.132
2. C -0.049
3. C -0.289
4. C -0.087
5. N 0.107
6. O -0.153
7. H -0.002
8. H 0.068



--- B ---
ORCA calculation (ωB97M-V/def2-TZVPD) on an isolated molecule of C4H5NO.

Atoms and positions in Å:
C  -0.799  0.845  -0.068
C  0.522  1.009  -0.039
C  0.758  -1.256  -0.092
C  -1.453  -0.452  -0.007
N  1.399  -0.146  0.005
O  2.634  0.201  -0.058
H  -1.528  1.611  0.023
H  1.161  1.954  0.069
H  1.045  -2.256  0.303
H  -1.958  -0.730  0.848
H  -1.780  -0.779  -0.984

Frontier orbital gap (alpha / beta) (eV): 6.6 / 6.7
2S+1: 3
HOMO level (alpha / beta) (eV): -6.5 / -9.0

Löwdin population analysis, charges in e, atoms 1 to 8:
1. C -0.149
2. C -0.063
3. C 0.142
4. C -0.038
5. N -0.314
6. O 0.003
7. H 0.094
8. H 0.149



Which structure is most stable, and how do the rest compare? From most to least stable: B, A.



--- A ---
ORCA calculation (ωB97M-V/def2-TZVPD) on a cluster of 2 separate species, C3H2ClO3 in total.

Atoms and positions in Å:
C  0.872  -1.309  -0.061
C  -0.380  0.591  -0.009
C  -0.742  1.447  -1.069
O  -1.432  1.693  -2.037
O  -0.044  2.050  -0.131
O  1.125  -1.752  1.211
Cl  -1.681  0.315  1.144
H  1.850  -0.645  -0.301
H  0.432  -2.389  1.252

Frontier orbital gap (eV): 7.0
HOMO level (eV): -3.3
Total charge: -1

Löwdin population analysis, charges in e, atoms 1 to 8:
1. C -0.156
2. C -0.641
3. C -0.623
4. O 0.047
5. O 0.010
6. O -0.190
7. Cl 0.524
8. H 0.008



--- B ---
ORCA calculation (ωB97M-V/def2-TZVPD) on the ion C3H2ClO3 with charge -1.

Atoms and positions in Å:
O  -2.318  -0.805  0.051
C  -1.153  -0.929  -0.216
O  -0.412  -1.757  -0.655
C  -0.218  0.435  -0.071
Cl  -0.852  1.847  -0.595
C  1.144  0.261  0.211
O  0.414  0.507  1.395
H  1.625  -0.717  0.084
H  1.769  1.158  -0.204

Frontier orbital gap (eV): 7.9
HOMO level (eV): -4.2
Total charge: -1

Löwdin population analysis, charges in e, atoms 1 to 8:
1. O -0.013
2. C -0.785
3. O -0.006
4. C -0.788
5. Cl 0.764
6. C -0.299
7. O -0.100
8. H 0.108



Which structure is most stable, and how do the rest compare? From most to least stable: B, A.



--- A ---
ORCA calculation (ωB97M-V/def2-TZVPD) on a cluster of 2 separate species, C12H17N in total.

Atoms and positions in Å:
C  0.847  1.733  -2.132
C  -1.721  -0.769  -1.175
C  -1.252  0.577  -1.161
C  -0.081  0.588  -1.953
C  -0.009  -0.663  -2.593
C  -2.770  -1.207  -0.413
C  -3.393  -0.255  0.426
C  -2.866  1.039  0.616
C  -1.786  1.391  -0.148
N  -0.934  -1.525  -2.091
H  -3.137  -2.222  -0.389
H  -4.130  -0.670  1.100
H  -1.465  -2.163  -2.656
H  -3.381  1.714  1.278
H  0.802  -1.073  -3.177
H  -1.336  2.356  0.074
H  0.395  2.586  -1.628
H  1.058  1.839  -3.194
H  1.798  1.651  -1.598
C  1.659  -0.853  1.677
C  2.081  -0.670  3.109
C  2.474  0.070  0.732
H  1.827  -1.899  1.416
H  0.618  -0.599  1.448
H  2.124  -1.578  3.711
H  3.523  -0.231  0.841
H  2.172  -0.091  -0.297
H  1.412  -0.030  3.708
H  3.004  -0.121  3.321
H  2.467  1.075  1.149

Frontier orbital gap (alpha / beta) (eV): 9.2 / 6.6
2S+1: 2
HOMO level (alpha / beta) (eV): -13.2 / -13.7
Total charge: +1

Löwdin population analysis, charges in e, atoms 1 to 8:
1. C 0.008
2. C -0.172
3. C -0.098
4. C -0.140
5. C 0.057
6. C 0.036
7. C 0.010
8. C -0.029



--- B ---
ORCA calculation (ωB97M-V/def2-TZVPD) on a cluster of 2 separate species, C12H17N in total.

Atoms and positions in Å:
C  2.935  -1.712  -0.957
C  2.236  -0.387  -1.486
C  2.542  -2.093  0.459
H  4.020  -1.679  -1.165
H  2.639  -2.541  -1.580
H  2.779  0.435  -1.050
H  2.135  -0.417  -2.519
H  3.003  -3.039  0.805
H  1.201  -0.218  -1.032
H  1.620  -2.282  0.364
H  2.881  -1.347  1.226
C  -2.346  0.145  -2.238
C  -1.757  1.039  0.327
C  -1.937  0.017  -0.800
C  -1.323  0.327  1.415
C  -1.701  -1.183  -0.214
C  -1.117  3.068  1.440
C  -0.606  2.372  2.538
C  -1.560  2.434  0.250
C  -0.850  0.975  2.529
N  -1.531  -1.068  1.221
H  -0.905  4.122  1.398
H  -0.146  2.939  3.265
H  -1.921  2.957  -0.648
H  -0.465  0.274  3.278
H  -3.273  0.748  -2.104
H  -2.602  -0.733  -2.816
H  -1.551  -2.235  -0.579
H  -0.760  -1.668  1.447
H  -1.642  0.746  -2.774

Frontier orbital gap (alpha / beta) (eV): 9.8 / 5.9
2S+1: 2
HOMO level (alpha / beta) (eV): -13.5 / -13.5
Total charge: +1

Löwdin population analysis, charges in e, atoms 1 to 8:
1. C -0.281
2. C -0.083
3. C -0.117
4. H 0.109
5. H 0.087
6. H 0.062
7. H 0.038
8. H 0.093



Which structure is most stable, and how do the rest compare? From most to least stable: A, B.



--- A ---
ORCA calculation (ωB97M-V/def2-TZVPD) on an isolated molecule of CH3OPS.

Atoms and positions in Å:
C  1.290  -0.461  -0.055
O  -1.373  -0.097  -0.233
P  -0.056  0.703  -0.115
S  -3.015  -0.092  0.224
H  1.071  -1.498  -0.262
H  2.196  -0.014  -0.510
H  -0.113  1.459  0.951

Frontier orbital gap (alpha / beta) (eV): 8.2 / 5.6
HOMO level (alpha / beta) (eV): -9.1 / -7.9

Just the Löwdin charges please, in e? Sure, here they are:
1. C -0.215
2. O -1.005
3. P 0.744
4. S 0.565
5. H -0.008
6. H -0.006
7. H -0.075



--- B ---
ORCA calculation (ωB97M-V/def2-TZVPD) on a structure of composition CH3OPS.

Atoms and positions in Å:
C  -0.724  0.381  -0.401
O  1.573  -0.668  -0.068
P  0.037  -1.260  0.074
S  1.497  1.050  0.132
H  -0.794  0.634  -1.446
H  -1.435  0.842  0.262
H  -0.153  -0.980  1.447

Frontier orbital gap (alpha / beta) (eV): 7.7 / 7.7
HOMO level (alpha / beta) (eV): -8.9 / -8.9

Just the Löwdin charges please, in e? Sure, here they are:
1. C -0.329
2. O -0.960
3. P 0.716
4. S 0.643
5. H -0.001
6. H 0.004
7. H -0.072



Which structure is most stable, and how do the rest compare? From most to least stable: B, A.